No. 1
17
Properties=species:S:1:pos:R:3 method="wB97M-V/def2-TZVPD" molar_mass_g_mol=154.3 smiles=C[C@H](S)[C@@H](S)CS gap_ev=9.67 total_energy_ha=-1352.96026
C -2.046 -0.588 -0.562
C -0.715 0.167 -0.572
S 0.265 -0.283 -2.056
C 0.021 0.068 0.771
S 0.537 -1.631 1.216
C 1.125 1.111 1.008
S 2.791 0.854 0.330
H -2.581 -0.415 -1.507
H -2.657 -0.231 0.239
H -1.882 -1.646 -0.442
H -0.912 1.262 -0.740
H 0.461 -1.561 -1.727
H -0.710 0.296 1.540
H 1.785 -1.533 0.721
H 1.305 1.182 2.080
H 0.758 2.049 0.676
H 2.453 0.899 -0.977



No. 2
16
Properties=species:S:1:pos:R:3 method="wB97M-V/def2-TZVPD" molar_mass_g_mol=118.3 smiles=S[SiH]1CCCC1 gap_ev=9.51 total_energy_ha=-846.06070
S -3.137 0.231 -0.285
Si -1.271 -0.227 0.731
C -0.078 -1.466 -0.031
C 1.323 -0.961 -0.047
C 1.223 0.577 -0.417
C 0.126 1.359 0.149
H -2.897 1.605 -0.514
H -1.360 -0.202 2.165
H -0.456 -1.627 -1.107
H -0.288 -2.530 0.289
H 2.081 -1.383 -0.707
H 1.756 -1.033 0.983
H 2.242 0.934 -0.197
H 0.997 0.716 -1.490
H 0.111 1.984 1.040
H -0.370 2.024 -0.562



No. 3
15
Properties=species:S:1:pos:R:3 method="wB97M-V/def2-TZVPD" molar_mass_g_mol=137.1 gap_ev="8.04 / 7.98" total_energy_ha=-2559.67036
C 0.548 2.055 0.049
C -0.035 -2.495 0.076
C 0.645 0.619 -0.195
C -0.418 -0.166 0.456
Se -2.207 0.031 0.101
H -0.547 2.256 -0.077
H 0.815 2.411 1.104
H 1.317 2.518 -0.611
H 0.563 -2.527 0.896
H -1.155 -2.749 0.147
H 0.525 -2.669 -0.837
H 1.712 0.310 -0.128
H 0.387 0.563 -1.188
H -0.179 -0.513 1.479
H -1.971 0.356 -1.272



No. 4
15
Properties=species:S:1:pos:R:3 method="wB97M-V/def2-TZVPD" molar_mass_g_mol=86.2 smiles="C/C=C(/C)[SiH3]" gap_ev=10.08 total_energy_ha=-447.80218
C -1.877 -1.033 0.120
C -1.021 0.178 0.102
C 0.245 0.392 -0.153
C 0.914 1.692 -0.108
Si 1.490 -0.989 -0.289
H -1.460 -1.956 -0.206
H -2.267 -1.207 1.135
H -2.836 -0.921 -0.460
H -1.679 1.284 0.373
H 1.577 1.879 -0.874
H 0.363 2.655 0.190
H 1.531 1.582 0.801
H 2.157 -0.715 0.975
H 2.171 -0.718 -1.545
H 0.692 -2.123 -0.060



No. 5
15
Properties=species:S:1:pos:R:3 method="wB97M-V/def2-TZVPD" molar_mass_g_mol=86.2 spin_multiplicity=3 gap_ev="8.92 / 7.22" total_energy_ha=-447.68338 s2=2.005
C 0.025 0.533 1.642
C 1.241 1.067 0.871
C -2.196 1.664 -1.790
C 1.089 -2.151 0.375
Si 0.416 -0.427 0.077
H 0.164 0.084 2.681
H -0.786 1.262 1.751
H 1.278 2.045 0.252
H 2.219 0.984 1.408
H -1.550 2.470 -2.379
H -2.414 1.880 -0.729
H -2.814 1.112 -2.442
H 0.379 -2.718 -0.082
H 1.993 -2.511 -0.105
H 1.376 -2.227 1.475



No. 6
18
Properties=species:S:1:pos:R:3 method="wB97M-V/def2-TZVPD" molar_mass_g_mol=116.1 total_charge=+3 gap_ev=4.20 total_energy_ha=-529.96282
Al -0.807 -4.716 1.064
C 0.076 0.269 1.941
C -0.800 -0.214 0.795
C -0.540 0.585 -0.540
O 0.816 0.698 -0.762
C 1.174 1.317 -2.016
N -0.520 -1.656 0.591
H 1.108 -0.081 1.816
H -0.260 -0.107 2.917
H 0.082 1.351 2.095
H -1.870 -0.036 0.986
H -0.964 1.622 -0.442
H -1.098 0.276 -1.448
H 0.546 1.005 -2.861
H 2.136 0.837 -2.242
H 1.372 2.406 -1.966
H 0.481 -1.584 0.369
H -0.933 -1.974 -0.298



No. 7
16
Properties=species:S:1:pos:R:3 method="wB97M-V/def2-TZVPD" molar_mass_g_mol=69.9 smiles=BCC(C)C gap_ev=11.43 total_energy_ha=-183.81481
B -0.783 -0.854 2.079
C -0.825 -0.261 0.618
C 0.447 0.193 -0.117
C 0.849 -0.825 -1.184
C 0.206 1.558 -0.765
H 0.233 -1.134 2.590
H -1.797 -1.017 2.687
H -1.526 0.581 0.643
H -1.348 -0.998 -0.004
H 1.271 0.293 0.595
H 0.025 -0.996 -1.874
H 1.117 -1.774 -0.725
H 1.701 -0.463 -1.758
H 1.085 1.888 -1.313
H -0.027 2.301 -0.006
H -0.628 1.508 -1.465



No. 8
21
Properties=species:S:1:pos:R:3 method="wB97M-V/def2-TZVPD" molar_mass_g_mol=179.0 smiles="NCB(CCC(=O)O)[PH2]=S" gap_ev=8.61 total_energy_ha=-1128.64656
N 2.298 -0.377 1.087
C 2.365 -0.287 -0.386
B 0.908 0.266 -0.443
C -0.316 -0.664 -0.626
C -1.696 -0.215 -0.154
C -2.583 -1.371 0.257
O -2.262 -2.520 0.261
O -3.818 -1.023 0.687
P 0.681 2.182 -0.167
S -0.639 3.037 -1.341
H 1.906 -1.257 1.399
H 3.198 -0.260 1.534
H 3.139 0.427 -0.669
H 2.564 -1.231 -0.905
H -0.338 -0.872 -1.708
H -0.091 -1.644 -0.185
H -1.629 0.465 0.705
H -2.214 0.358 -0.928
H -3.943 -0.068 0.625
H 0.483 2.353 1.216
H 1.986 2.701 -0.257



No. 9
19
Properties=species:S:1:pos:R:3 method="wB97M-V/def2-TZVPD" molar_mass_g_mol=228.0 spin_multiplicity=5 gap_ev="8.54 / 5.80" total_energy_ha=-4245.61793 s2=6.007
Co -3.622 -1.688 -4.391
Br -2.548 -1.986 -2.077
C 1.949 -0.510 1.154
C 0.484 -0.851 0.738
C -0.087 0.334 -0.044
O -0.153 1.525 0.777
C -0.677 2.623 0.050
N 0.482 -2.090 0.015
H 2.595 -0.124 0.365
H 2.445 -1.230 1.804
H 1.837 0.391 1.757
H -0.119 -0.802 1.646
H -1.049 0.036 -0.461
H 0.691 0.557 -0.774
H -1.523 2.371 -0.590
H 0.034 3.079 -0.639
H -1.045 3.449 0.657
H 0.600 -2.879 0.634
H -0.296 -2.204 -0.620



No. 10
18
Properties=species:S:1:pos:R:3 method="wB97M-V/def2-TZVPD" molar_mass_g_mol=169.0 total_charge=+1 gap_ev=9.44 total_energy_ha=-2862.63445
C 1.775 0.636 -0.063
C -0.180 2.359 -0.055
C -0.986 -1.603 -0.818
C 0.377 0.963 0.099
N -1.576 -2.065 0.425
O 0.153 -2.194 -0.960
Br -0.283 0.420 1.969
H 2.106 0.727 -1.067
H 2.251 1.418 0.466
H 1.990 -0.281 0.411
H -1.179 2.189 -0.350
H 0.023 3.118 0.729
H 0.459 2.706 -0.905
H -0.334 0.255 -0.579
H -1.080 -2.992 0.782
H -1.264 -1.331 1.179
H -2.624 -2.202 0.600
H 0.372 -2.125 -1.863



No. 11
18
Properties=species:S:1:pos:R:3 method="wB97M-V/def2-TZVPD" molar_mass_g_mol=169.0 total_charge=+1 spin_multiplicity=3 gap_ev="6.49 / 7.49" total_energy_ha=-2862.50770 s2=2.009
C 0.871 -1.564 -0.250
C -1.359 -0.256 -0.404
C -0.478 -1.091 0.427
C -0.084 1.368 -0.919
N 0.700 1.639 0.246
O -0.205 -0.486 1.666
Br -1.123 3.020 -1.316
H 1.524 -0.669 -0.310
H 0.568 -1.884 -1.185
H 1.216 -2.445 0.318
H -2.036 0.207 0.295
H -1.689 -0.722 -1.388
H -0.896 -2.054 0.769
H 0.348 0.846 -1.864
H 0.820 0.894 0.868
H 1.746 1.984 0.021
H 0.135 2.431 0.659
H -0.058 -1.218 2.367



No. 12
17
Properties=species:S:1:pos:R:3 method="wB97M-V/def2-TZVPD" molar_mass_g_mol=167.1 gap_ev=10.40 total_energy_ha=-3022.47090
C 0.168 -0.568 2.467
C 1.090 -0.438 -1.897
C -1.586 1.088 -1.276
C 0.535 0.248 1.251
Si -0.271 -0.218 -0.489
Br -1.406 -2.063 -0.124
H -0.903 -0.714 2.559
H 0.592 -1.475 2.591
H 0.433 0.128 3.339
H 1.942 -1.034 -1.465
H 0.605 -0.706 -2.761
H 1.495 0.545 -1.895
H -1.014 1.924 -1.564
H -1.985 0.863 -2.201
H -2.420 1.404 -0.648
H 1.989 -0.231 0.663
H 0.738 1.249 1.451



No. 13
19
Properties=species:S:1:pos:R:3 method="wB97M-V/def2-TZVPD" molar_mass_g_mol=328.5 total_charge=+1 gap_ev=3.27 total_energy_ha=-754.07809
Cd 21.163 -5.705 33.197
I 23.496 -4.650 32.064
C 25.587 0.965 31.731
C 25.363 -0.505 31.473
C 26.660 -1.292 31.093
O 26.830 -1.394 29.735
C 28.197 -1.698 29.267
N 24.870 -1.042 32.711
H 26.015 1.359 30.809
H 26.279 1.166 32.549
H 24.619 1.438 31.895
H 24.708 -0.746 30.636
H 26.616 -2.275 31.562
H 27.507 -0.804 31.575
H 28.800 -0.793 29.196
H 28.235 -2.087 28.249
H 28.688 -2.362 29.978
H 25.602 -0.947 33.401
H 24.805 -2.046 32.632



No. 14
20
Properties=species:S:1:pos:R:3 method="wB97M-V/def2-TZVPD" molar_mass_g_mol=221.7 spin_multiplicity=3 gap_ev="6.08 / 9.66" total_energy_ha=-2118.51056 s2=2.006
C 1.259 -1.653 0.877
C 0.830 0.022 -1.506
C 0.844 -0.246 0.995
C 1.182 0.628 -0.169
Si 2.366 1.958 -0.113
Si -3.828 0.043 0.086
Cl -5.037 1.700 0.079
Cl -4.861 -1.508 1.080
Cl -3.527 -0.411 -1.771
H 2.281 -1.726 0.315
H 0.490 -2.099 0.128
H 1.357 -2.234 1.727
H -0.133 -0.423 -1.363
H 0.987 0.851 -2.260
H 1.492 -0.793 -1.861
H -0.178 -0.200 1.187
H 1.245 0.187 1.840
H -2.803 0.438 1.023
H 3.058 2.719 1.012
H 2.979 2.748 -1.304